Entry 1:
Computed, not measured: a cluster of 2 separate species, C12H22BrClN2OPS in total, with ωB97M-V with the def2-TZVPD basis set.

```
41
Properties=species:S:1:pos:R:3:forces:R:3
H -1.37635 3.96676 -2.84364 -0.23 -0.23 0.08
C 0.47522 2.98101 0.68283 -1.04 0.12 -0.58
H 0.25281 0.29154 -0.98070 0.03 0.05 0.04
P -2.02610 2.20182 -0.28754 -1.06 -0.29 1.30
C 1.97272 -3.93046 0.71327 0.12 -0.13 0.01
H -2.83360 0.02219 -1.02648 -0.12 0.11 0.16
C -0.12743 -3.65052 1.85706 -0.04 -0.10 0.08
H 0.09667 3.75292 -3.73201 0.16 -0.01 0.04
O 0.80137 -3.15340 0.90718 -0.06 0.27 -0.13
H 1.13020 -5.92212 0.96041 0.07 -0.03 0.03
H 1.25826 -4.49840 3.30539 -0.05 -0.06 0.01
C -0.31694 2.90589 -0.44373 0.51 0.21 -0.62
C 0.43687 -3.78286 3.26052 0.12 0.01 -0.03
H -0.69316 -1.17329 -1.20798 0.18 -0.07 -0.01
N 2.24831 3.88413 -0.67987 -0.64 -0.13 -0.24
C -3.24126 3.23074 -1.22994 0.48 -0.63 -0.31
H 2.57911 -3.93824 1.62534 -0.03 -0.06 0.02
H -1.78815 0.78296 -2.24184 -0.35 -0.18 -0.12
H 1.13266 -5.33061 -0.69700 0.04 0.00 -0.02
H -1.08179 3.34954 2.42609 0.03 -0.14 -0.36
C 0.29964 3.38047 -1.64260 -1.44 -0.25 -1.03
H -0.73512 2.31895 -3.19704 -0.27 -0.03 0.15
Br 3.98043 4.51614 -0.90621 -0.16 -0.02 -0.11
C 1.70259 -5.34532 0.23318 -0.15 -0.01 0.04
H -3.41576 2.77858 -2.20631 0.06 0.38 -0.21
C -1.91400 0.57982 -1.17681 1.16 0.81 -0.52
H 0.81699 -2.82212 3.61191 -0.03 0.01 0.01
H -0.54759 -4.60209 1.51515 0.04 -0.03 0.04
H -4.17740 3.16801 -0.68233 0.02 0.07 0.18
C -0.49378 3.34061 -2.91738 0.62 0.41 -0.40
C -0.68035 -0.20284 -0.71585 -0.59 -0.47 0.06
Cl 2.81245 3.56198 1.84088 -0.10 0.08 -0.39
S -0.08149 2.46156 2.27429 0.46 -0.09 0.64
N 1.50510 3.85414 -1.77660 0.61 0.11 0.18
H -0.71101 -0.40696 0.35309 0.16 0.10 0.08
H -0.95134 -2.93494 1.86768 0.04 0.05 -0.09
H -2.93502 4.27123 -1.28952 -0.08 0.07 -0.12
H 2.55681 -3.40231 -0.04138 -0.08 0.10 0.01
H -0.33847 -4.12356 3.94702 -0.01 0.01 -0.01
H 2.64215 -5.86981 0.05916 0.01 0.02 -0.01
C 1.76576 3.48884 0.48235 1.62 -0.06 2.15
```
Forces are in eV/Å.

Calculated values
M: 388.72 g/mol
Electronic energy: -4428.58874 Eh
Net charge: +1
Energy above the lowest of the compared OMol25 structures with the same formula, charge and spin: 43.2 kJ/mol
Largest force on an atom: 2.690 eV/A

---

Entry 2:
Computed, not measured: an isolated molecule of C12H22BrNO7S, with ωB97M-V with the def2-TZVPD basis set.

```
44
Properties=species:S:1:pos:R:3:forces:R:3
C -0.60858 0.09044 -0.22505 0.32 -0.05 0.19
C 3.87394 -0.25730 -1.02041 0.01 -0.03 -0.01
H -1.21391 -0.27561 -2.28904 -0.06 0.03 0.09
C 0.58197 0.98008 -0.73681 0.09 0.00 0.04
C -1.24499 -0.79116 2.21150 -0.12 0.07 -0.09
C 0.79844 2.37236 1.50541 0.49 0.46 -0.83
S -1.51612 2.37881 -0.81967 -0.09 -0.13 0.47
C 2.46222 -0.77079 -1.26705 0.00 -0.10 0.05
O -1.57731 1.10857 0.14078 -0.24 -0.03 -0.31
H -2.75489 -1.49861 -0.00126 0.01 -0.02 0.09
H 2.06024 1.10955 -2.27467 -0.02 -0.05 0.09
C -0.56973 -0.64968 3.57074 -0.03 -0.15 0.18
C -2.59611 -1.36112 -1.07037 -0.02 -0.03 -0.03
H -1.19553 -1.12946 4.32635 0.01 0.10 -0.03
H 0.02089 -1.71489 0.74871 0.02 0.05 0.04
H -4.01551 0.14752 -1.09048 0.14 0.04 -0.08
H 2.04747 2.40972 -0.21813 0.07 -0.12 0.07
H 2.07084 -1.22687 -0.34808 0.02 0.09 -0.04
H 3.89369 0.63212 -0.38841 -0.02 -0.05 -0.05
C -0.22131 -0.69226 1.05599 0.01 -0.10 0.01
O -0.09968 2.05081 -1.45041 0.04 -0.21 -0.22
H 2.13604 0.94390 0.77532 0.01 0.12 -0.05
H 0.40696 -1.14779 3.57904 -0.05 0.02 0.02
O -1.43097 3.51001 0.03583 -0.04 0.12 -0.19
H -0.49467 -1.64887 -1.45229 0.02 0.10 0.00
H -2.63895 -2.36223 -1.50918 0.02 0.11 0.00
C 1.45669 1.67467 0.32652 0.07 -0.01 -0.04
O 0.06539 1.90021 2.28386 -0.58 -0.25 0.70
N -3.63674 -0.55573 -1.71398 -0.08 -0.17 0.04
H -0.43139 0.39642 3.84357 0.05 -0.22 -0.04
H 0.86869 -0.13623 -2.53450 0.00 0.05 -0.04
H -1.39212 -2.74172 2.37236 -0.10 0.11 0.01
H -1.98866 -0.00217 2.09127 0.02 -0.13 0.08
H -4.40791 -1.15019 -1.99046 0.01 0.06 0.05
O -2.48886 2.30878 -1.84380 -0.05 0.11 -0.07
H 0.68949 -0.26322 1.47593 -0.19 -0.15 -0.08
H 2.00455 -2.52883 -2.04982 0.02 0.13 -0.06
H 4.32526 -0.00306 -1.98292 -0.04 0.01 0.06
O 2.57804 -1.78708 -2.26981 0.00 -0.09 0.13
C 1.49633 0.31613 -1.77210 -0.08 0.15 -0.08
Br 1.37665 4.21441 1.70337 0.15 0.15 0.06
H 4.48620 -1.02887 -0.54970 -0.05 0.04 -0.07
O -1.98978 -2.01387 2.15585 0.15 -0.02 -0.16
C -1.18629 -0.80695 -1.33400 0.10 0.00 0.10
```
Forces are in eV/Å.

Calculated values
M: 404.28 g/mol
Electronic energy: -4024.06527 Eh
SMILES: C[C@H](O)C[C@@]1(CCN)OS(=O)(=O)O[C@]1(CC(=O)Br)C[C@H](C)O
Largest force on an atom: 1.064 eV/A

---

| no. | HOMO energy (eV) | gap between HOMO and LUMO (eV) |
| --- | --- | --- |
| 1 | -11.479 | 6.466 |
| 2 | -9.283 | 9.442 |